(1)
Below is a cluster of 4 separate species, C28H35F13IN8O in total, with properties calculated with ωB97M-V/def2-TZVPD.

## Properties
- Largest force on an atom: 0.602 eV/Å
- Kohn-Sham gap: 7.489 eV
- Total charge: +1

```
86
C28H35F13IN8O | the OMol25 dataset | ωB97M-V/def2-TZVPD
C 1.32566 4.06012 2.85509
C 2.28355 2.88067 2.63221
C 2.96904 2.95459 1.28545
O 1.95749 2.83509 0.22466
C 2.23187 2.06623 -0.79919
N 3.43203 2.02204 -1.39805
C 3.37805 1.16159 -2.48189
I 4.99784 0.85118 -3.68922
C 2.10576 0.69811 -2.55386
C 1.51261 -0.24978 -3.54633
C 1.22877 -1.65678 -2.99038
C 2.41132 -2.60376 -3.02129
F 3.48770 -1.98393 -2.44929
F 2.14163 -3.67869 -2.24504
C 2.85726 -3.10285 -4.45387
F 2.15788 -2.41842 -5.39745
F 4.16170 -2.81948 -4.61684
C 2.70116 -4.62354 -4.78151
F 3.31726 -4.82212 -5.96038
F 3.35359 -5.32754 -3.84236
C 1.21855 -5.10425 -4.96298
F 0.39569 -4.41277 -4.13347
F 0.86111 -4.80438 -6.22175
C 0.96117 -6.62989 -4.73620
F 2.01700 -7.32848 -5.18579
F -0.12470 -6.95718 -5.45935
C 0.65245 -7.02300 -3.25319
F 0.86557 -8.32766 -3.08731
F 1.42223 -6.34389 -2.39473
F -0.62559 -6.73179 -2.97971
N 1.38773 1.27971 -1.48106
C -0.04619 0.93656 -1.30438
C -0.99343 1.77965 -0.43842
N -0.75205 1.51956 0.99625
N -0.96169 3.17336 -0.80900
N -2.30223 1.25611 -0.82908
H 0.57551 3.82231 3.60898
H 0.84093 4.31776 1.90828
H 1.90517 4.93458 3.15974
H 1.78605 1.91253 2.73825
H 3.06057 2.89127 3.40398
H 3.71401 2.16293 1.16275
H 3.46018 3.92212 1.15512
H 4.24576 2.54306 -1.11098
H 0.56693 0.15182 -3.92048
H 2.19580 -0.28468 -4.39615
H 0.95608 -1.60754 -1.93176
H 0.39372 -2.11538 -3.51616
H -0.09816 -0.08675 -0.92663
H -0.47538 0.94421 -2.30553
H -0.60074 2.38740 1.49163
H 0.08650 0.97125 1.13914
H -0.11657 3.48513 -1.25844
H -1.20649 3.79581 -0.05263
H -2.48596 0.39873 -0.31917
H -3.01673 1.92679 -0.57114
N -1.65963 1.88968 5.68283
C -0.61307 1.34735 4.98787
C 0.40097 1.10684 5.87776
C -0.05220 1.52177 7.15972
C -1.32803 1.99425 7.00857
H -2.54142 2.15627 5.28111
H -0.68744 1.17609 3.92610
H 1.35955 0.67467 5.64183
H 0.49226 1.46851 8.08706
H -2.02528 2.38910 7.72796
N -2.53001 4.92389 5.00080
C -2.36775 5.28979 3.69226
C -3.36892 6.16804 3.37237
C -4.16686 6.33917 4.53546
C -3.62208 5.56222 5.52243
H -1.92626 4.29843 5.50547
H -1.55280 4.90009 3.10591
H -3.51371 6.64001 2.41490
H -5.03696 6.96525 4.63579
H -3.91636 5.41356 6.54719
N -4.04845 -3.16881 -0.84801
C -4.49550 -4.44027 -0.61768
C -3.57897 -5.30995 -1.14294
C -2.53475 -4.53439 -1.71487
C -2.85379 -3.21614 -1.51595
H -4.53226 -2.33283 -0.57890
H -5.42498 -4.61820 -0.10525
H -3.64937 -6.38433 -1.12390
H -1.65854 -4.90629 -2.21371
H -2.34236 -2.31152 -1.80126
```

(2)
Below is a structure of composition C28H35N5P2PbS in a non-equilibrium geometry, with properties calculated with ωB97M-V/def2-TZVPD.

## Properties
- Largest force on an atom: 3.460 eV/Å
- Kohn-Sham gap: 6.419 eV

```
72
C28H35N5P2PbS | the OMol25 dataset | ωB97M-V/def2-TZVPD
Pb -0.07150 -3.33318 -2.08667
C -1.01318 2.55720 -0.64706
C -1.47470 1.74110 -1.60585
C -0.98750 1.55846 -3.02588
C 0.24632 0.64581 -3.26603
C 1.58234 1.18597 -2.80009
C 1.88927 2.28416 -2.09883
C 1.02382 3.50311 -1.96253
C 0.09632 3.56851 -0.71841
C 1.59528 -2.55751 -0.84656
H -1.42024 2.47298 0.36820
H -2.20346 0.94566 -1.35850
H -0.81012 2.51397 -3.52390
H -1.80764 1.07422 -3.57175
H 0.09555 -0.36110 -2.81583
H 0.33905 0.47488 -4.36858
H 2.39882 0.53910 -3.15720
H 2.91813 2.43974 -1.72465
H 0.44174 3.69807 -2.87000
H 1.73048 4.33793 -1.83356
H 0.73458 3.38544 0.16474
H -0.28028 4.61018 -0.64216
H 1.21992 -2.52464 0.18578
H 1.93172 -1.54375 -1.08008
H 2.40076 -3.30162 -0.91141
P 1.34750 -1.29456 -7.60684
P -1.96302 -0.89283 -7.48806
N 2.70487 -0.19046 -7.73849
N 2.08770 -2.51125 -8.69743
N -2.04947 0.87639 -7.50541
N -3.59941 -1.15758 -8.12392
C 0.36974 -0.42750 -8.96098
C -1.04901 -0.99826 -9.07433
C 3.45290 0.25056 -6.63735
C 4.45130 1.09840 -7.09942
C 4.32838 1.18017 -8.52550
C 3.24428 0.38939 -8.89468
C 2.33985 -3.81868 -8.26406
C 2.78763 -4.56665 -9.34546
C 2.81359 -3.70251 -10.49017
C 2.39541 -2.44765 -10.06055
C -1.66606 1.63887 -6.39424
C -1.72620 2.98676 -6.73089
C -2.12716 3.06502 -8.09985
C -2.26490 1.76244 -8.56726
C -4.43602 -0.45272 -9.00191
C -5.56007 -1.22626 -9.26571
C -5.40923 -2.46168 -8.55026
C -4.19882 -2.40903 -7.87468
H 0.84911 -0.52150 -9.94973
H 0.37410 0.64401 -8.68276
H -1.58256 -0.48851 -9.88305
H -1.01403 -2.06687 -9.32926
H 3.16258 -0.05880 -5.63726
H 5.18813 1.61212 -6.49361
H 4.95286 1.74372 -9.20778
H 2.78485 0.25493 -9.86595
H 2.16523 -4.08679 -7.22908
H 3.06573 -5.61047 -9.32962
H 3.09816 -3.96474 -11.50047
H 2.27972 -1.53724 -10.63295
H -1.35962 1.13611 -5.48756
H -1.49512 3.81257 -6.07050
H -2.29802 3.96276 -8.68188
H -2.46934 1.41430 -9.57247
H -4.18816 0.53005 -9.37785
H -6.39484 -0.94661 -9.89578
H -6.10795 -3.28511 -8.53780
H -3.69022 -3.13318 -7.25152
S -1.66245 -1.08856 1.90477
C -1.33205 -1.34711 0.35287
N -1.17516 -1.58027 -0.81760
```